(1)
42
Properties=species:S:1:pos:R:3:forces:R:3 method="wB97M-V/def2-TZVPD" lumo_ha=0.1017 total_charge=-1 largest_force_ev_per_a=2.96 homo_lumo_gap_ev=7.31
C 1.882636 1.101218 3.195408 -0.99 -0.09 -0.11
P 2.004192 1.795191 1.470359 2.66 0.59 -0.54
O 1.056401 3.148478 1.522947 0.01 -0.84 0.67
C 1.247064 0.427534 0.368712 -2.55 0.71 1.34
N 2.112541 -0.754130 0.724362 0.63 0.75 0.17
C 3.319030 -0.605421 0.703961 -0.59 0.33 -1.20
S 4.825819 -0.325469 0.298474 -0.03 -0.62 0.56
O -0.072578 0.350734 0.847858 0.40 -0.49 -0.63
Al -1.083257 1.359661 -0.280007 -0.60 0.36 -0.54
C -3.099544 1.176931 -0.297123 0.49 -0.27 0.21
C -3.716503 2.505664 0.210984 -0.16 -0.82 -0.35
C -4.906670 3.027995 -0.603301 0.09 0.78 0.99
Cl -4.614399 3.110642 -2.374447 -0.16 -0.11 0.23
O -0.107921 0.830456 -1.733352 0.39 -0.01 2.09
C 1.140524 0.646526 -1.216900 -0.01 -0.84 -2.12
Cl 2.153543 2.151054 -1.635126 0.37 0.14 0.16
C 1.764528 -0.451720 -2.145318 0.50 0.13 -0.43
O 0.838453 -1.494780 -2.500601 1.13 -0.20 0.73
C 0.895025 -2.499292 -1.548805 -1.05 0.59 -0.03
C -0.142147 -2.542459 -0.634051 -0.14 -0.23 -0.03
C -0.106211 -3.501982 0.355176 -0.70 0.24 0.48
C 0.934580 -4.402426 0.457726 -0.11 -0.47 0.50
C 1.948598 -4.368678 -0.472619 0.48 0.00 -0.23
C 1.924046 -3.409169 -1.467590 0.64 0.05 -0.75
H 1.018113 1.522774 3.734465 0.09 -0.13 -0.13
H 2.780695 1.359794 3.761427 -0.03 0.02 -0.25
H 1.750487 0.014381 3.190908 0.08 0.19 -0.06
H 0.562666 3.142274 2.354239 -0.38 0.10 -0.30
H -0.820957 2.942058 -0.259516 -0.11 -0.02 0.23
H -3.375612 0.964883 -1.340244 0.01 0.15 0.17
H -3.450705 0.318264 0.292805 -0.09 0.18 -0.09
H -4.096246 2.317922 1.227329 0.02 0.27 -0.13
H -2.949217 3.285552 0.288165 -0.19 -0.03 -0.15
H -5.835763 2.497484 -0.375023 0.25 -0.30 -0.53
H -5.088622 4.063409 -0.287301 -0.01 -0.13 -0.25
H 2.026693 0.023445 -3.093448 -0.26 0.16 0.22
H 2.698435 -0.871918 -1.751359 -0.23 0.00 0.05
H -0.955095 -1.827731 -0.686313 0.17 0.01 -0.07
H -0.916488 -3.499904 1.081843 0.18 -0.14 -0.03
H 0.937505 -5.123840 1.271020 0.06 0.05 -0.15
H 2.792663 -5.052995 -0.451264 -0.19 -0.01 0.17
H 2.723696 -3.352411 -2.204463 -0.09 -0.02 0.13

---

(2)
35
Properties=species:S:1:pos:R:3:forces:R:3 method="wB97M-V/def2-TZVPD" lumo_ha="0.0559 / 0.0571" total_charge=-1 spin_multiplicity=5 s_squared=6.011 largest_force_ev_per_a=1.84 homo_lumo_gap_ev="5.75 / 5.72"
Al -1.268793 0.427643 -0.465477 1.05 -1.51 0.05
Cl -2.068874 2.277717 -1.253059 -0.07 0.48 -0.53
C -2.826825 -0.676686 0.069435 -0.16 -0.06 -0.10
H -2.630594 -1.213121 1.008656 -0.06 0.03 -0.14
H -3.057402 -1.417806 -0.709854 -0.11 0.05 0.15
H -3.707953 -0.034916 0.212968 0.07 -0.20 0.01
Pm 0.352121 -1.147094 -3.978098 -0.21 -0.35 1.54
C 2.000158 0.380751 -4.643031 0.33 0.28 -0.30
C -1.619260 -0.276475 -4.890272 -0.33 0.10 -0.31
C 0.042612 -0.777038 -1.638079 -0.10 0.36 -0.26
H -2.334831 -1.095419 -5.069761 -0.11 0.23 -0.05
H -2.056569 0.441246 -4.176646 0.02 -0.17 -0.23
H -1.406701 0.230849 -5.844441 -0.23 0.00 0.10
H 3.002991 -0.002065 -4.396109 -0.01 0.21 -0.08
H 1.938352 0.541303 -5.733749 0.16 0.14 0.21
H 1.845838 1.341273 -4.125124 0.13 -0.16 -0.17
H -0.126526 -1.850597 -1.356054 -0.20 0.27 -0.03
H 1.087837 -0.585164 -1.296630 -0.24 0.10 -0.08
C 1.639027 -1.848237 3.802838 -0.06 0.70 0.25
C 1.164790 -2.262281 2.539943 -0.20 0.51 -0.43
C 0.595099 -1.342322 1.668464 0.11 -0.51 0.22
C 0.404505 0.013110 2.041426 0.55 0.59 1.41
C -0.289399 0.962171 1.238295 -0.27 0.04 -1.26
C -0.360686 2.278153 1.631909 0.41 -0.07 0.85
C 0.210067 2.708220 2.863279 0.18 -0.37 0.07
C 0.842227 1.803546 3.691377 -0.21 0.50 -0.11
C 0.943795 0.439679 3.322959 -0.34 -0.40 -0.86
C 1.547820 -0.512537 4.172732 0.16 -0.73 -0.03
H 2.088281 -2.572824 4.482328 -0.09 0.15 -0.14
H 1.253448 -3.308369 2.245862 0.03 0.24 0.02
H 0.305856 -1.640157 0.655103 -0.06 0.06 0.53
H -0.860418 3.014317 1.005814 0.02 -0.16 0.10
H 0.135178 3.758116 3.142219 0.07 -0.14 0.06
H 1.278312 2.113955 4.645807 -0.16 -0.03 -0.25
H 1.936533 -0.168928 5.134961 -0.07 -0.17 -0.21

---

(3)
52
Properties=species:S:1:pos:R:3:forces:R:3 method="wB97M-V/def2-TZVPD" lumo_ha="-0.0857 / -0.1856" total_charge=+1 spin_multiplicity=5 s_squared=6.012 largest_force_ev_per_a=3.05 homo_lumo_gap_ev="7.70 / 6.18"
Rh -0.027728 -0.037723 -0.669228 -1.41 1.75 0.85
C -0.863444 1.997525 3.624074 -1.08 1.35 0.54
C -1.152109 2.523618 2.200595 -0.16 0.05 0.30
O -1.679568 3.894495 2.179393 0.19 -1.54 -0.18
P 0.482035 2.533252 1.402444 -0.53 1.36 -1.18
O 0.356303 3.745197 0.375529 0.02 0.96 0.84
O 1.533731 3.000659 2.478475 0.30 -0.05 0.33
O 0.924185 1.303292 0.677188 0.56 0.18 0.31
P -2.426632 1.506548 1.215988 -0.54 1.00 -0.42
O -3.217732 0.662683 2.326955 0.22 0.18 -0.12
O -3.240866 2.549452 0.487759 0.82 -1.23 0.92
O -1.696545 0.423483 0.439620 -0.21 0.12 0.05
H -0.484498 2.837620 4.244339 0.10 -0.60 -0.48
H -0.202435 1.144006 3.669084 0.32 -0.15 -0.21
H -1.800498 1.707361 4.077651 -0.23 -0.18 0.14
H -2.444888 3.824239 1.530046 0.70 0.16 0.51
H 0.027033 4.545927 0.897039 0.21 -1.24 -1.02
H 2.394114 3.326263 2.154308 -0.47 -0.20 0.04
H -4.148023 0.871687 2.453555 -0.08 0.26 -0.11
Cl -1.852913 -2.680001 -2.331805 -0.97 -0.24 -0.25
C -0.411324 -2.133018 -3.042383 1.86 0.33 -0.43
C 0.353824 -1.202767 -2.368768 0.92 -0.43 -1.44
C 1.622788 -0.863637 -2.806333 -1.72 -1.03 -1.11
Cl 2.350800 0.362577 -1.830777 0.94 0.27 -0.06
C 2.143302 -1.382609 -4.002436 0.05 0.38 0.74
Cl 3.653297 -0.753239 -4.468929 0.50 -0.19 -0.56
C 1.419498 -2.347143 -4.715452 -0.13 0.53 0.87
Cl 2.100774 -3.104834 -6.121622 -0.36 0.44 0.65
C 0.147828 -2.695433 -4.190947 0.34 -0.52 -0.75
Cl -0.677593 -3.934765 -5.015038 -0.55 -0.39 -0.17
C 3.362245 -2.013566 2.115657 0.13 1.06 -0.21
N 2.124087 -1.673203 1.422044 -0.03 0.21 -0.09
C 0.983958 -2.353118 1.478105 0.08 -0.75 -0.30
S -0.065987 -2.220982 0.093573 0.13 -2.19 2.12
N 0.725567 -3.238512 2.461868 0.99 1.21 -0.58
C -0.455679 -4.070731 2.395028 -0.61 -0.02 0.20
H 4.204998 -1.477446 1.603869 -0.80 -0.69 0.58
H 3.509582 -3.082404 2.136075 0.17 -0.36 -0.31
H 3.289233 -1.683591 3.144236 0.29 0.23 0.31
H 2.117635 -0.977989 0.679651 0.46 -0.25 0.31
H 1.291697 -3.185016 3.316611 -0.46 -0.22 -0.67
H -1.353178 -3.432268 2.407292 0.20 -0.36 0.14
H -0.437893 -4.741105 3.250916 -0.16 0.01 -0.05
H -0.474795 -4.653467 1.469528 0.14 0.05 0.19
S -3.017169 2.261085 -3.380469 0.96 -0.32 0.22
C -1.602263 3.218365 -3.194764 0.28 -0.06 0.08
C -0.608512 2.487237 -2.618641 0.24 0.86 -0.22
N -0.931309 1.188028 -2.341004 0.30 0.93 -0.20
C -2.143562 0.944391 -2.710482 -0.97 0.46 -0.53
H -1.523730 4.241335 -3.537038 -0.17 -0.13 0.13
H 0.388647 2.857151 -2.401164 -0.21 -0.08 0.02
H -2.566284 -0.018914 -2.661210 -0.58 -0.92 0.27

---

(4)
41
Properties=species:S:1:pos:R:3:forces:R:3 method="wB97M-V/def2-TZVPD" lumo_ha=0.0037 total_charge=0 smiles="CCN1CCC[C@H]1CNS(=O)(=O)c1ccc(Cl)c(C(F)(F)F)c1" largest_force_ev_per_a=1.01 homo_lumo_gap_ev=8.44
C 0.401940 1.340975 -4.148483 0.16 -0.30 0.16
C 1.385719 0.383600 -3.464756 0.06 0.17 -0.08
N 0.853141 -0.894329 -3.049578 -0.22 -0.27 0.01
C 0.337732 -1.772088 -4.082890 0.06 -0.12 -0.10
C -0.428649 -2.822101 -3.288922 0.03 0.11 -0.09
C -1.109794 -1.967615 -2.220604 0.07 0.15 -0.08
C -0.070830 -0.875222 -1.925615 0.20 0.01 0.43
C 0.710371 -1.135391 -0.623372 0.19 0.26 -0.63
N -0.016590 -0.700973 0.554513 -0.12 0.74 0.20
S -0.202694 0.959675 0.701258 -0.22 -0.45 0.88
O -1.559591 1.336923 0.429939 -0.09 -0.15 0.19
O 0.862547 1.614718 0.007728 0.33 -0.17 -0.05
C 0.083938 1.119065 2.466216 -0.11 0.08 -0.49
C 1.381596 1.215007 2.932563 0.00 0.04 -0.03
C 1.616278 1.299488 4.292275 -0.14 0.00 0.11
C 0.547213 1.283465 5.182301 -0.20 -0.04 -0.50
Cl 0.856965 1.386263 6.866765 0.22 0.03 0.22
C -0.762030 1.188325 4.702600 0.07 -0.01 0.10
C -1.926718 1.170555 5.661290 -0.26 -0.04 0.27
F -1.867212 0.137547 6.517604 0.16 -0.16 -0.03
F -3.102021 1.063395 5.031045 -0.09 0.00 -0.35
F -1.997815 2.282682 6.407206 0.13 0.19 -0.05
C -0.987726 1.107323 3.334030 -0.06 0.06 0.10
H -0.446413 1.547699 -3.500495 -0.13 0.08 0.02
H 0.904317 2.280753 -4.359506 0.01 0.13 -0.05
H 0.037182 0.929575 -5.086839 -0.07 0.02 -0.09
H 2.219943 0.178189 -4.142964 0.05 0.11 0.09
H 1.782858 0.870723 -2.570497 0.12 0.02 -0.08
H 1.169039 -2.190327 -4.655853 -0.07 -0.01 -0.09
H -0.344877 -1.262663 -4.780893 0.02 -0.03 -0.01
H -1.134932 -3.380997 -3.899492 0.01 -0.06 0.01
H 0.270851 -3.518153 -2.826308 0.04 -0.07 -0.03
H -1.374615 -2.539179 -1.331447 -0.10 -0.01 0.06
H -2.018978 -1.521108 -2.624715 -0.04 -0.02 0.03
H -0.555675 0.104784 -1.800029 -0.01 -0.12 -0.18
H 1.633944 -0.557468 -0.644317 0.07 -0.19 -0.11
H 0.956189 -2.193411 -0.515769 0.02 0.02 0.01
H -0.925365 -1.137203 0.624622 -0.24 0.00 0.13
H 2.189297 1.236482 2.218846 0.19 0.01 0.00
H 2.619901 1.379476 4.677993 0.09 0.01 0.03
H -1.988439 1.051541 2.934549 -0.12 0.00 0.07

---

(5)
39
Properties=species:S:1:pos:R:3:forces:R:3 method="wB97M-V/def2-TZVPD" lumo_ha=0.0219 total_charge=0 smiles="CCCC(=O)NNC(=O)CCC(=O)Nc1ccccc1Cl" largest_force_ev_per_a=0.89 homo_lumo_gap_ev=9.43
C 5.389821 1.110988 -2.046373 -0.13 0.06 0.20
C 4.258286 1.122646 -1.026419 0.10 -0.11 -0.21
C 3.099421 0.221858 -1.467962 -0.03 0.25 0.16
C 1.982080 0.268313 -0.448546 0.23 -0.27 -0.10
O 0.983462 0.950737 -0.549681 -0.31 0.23 -0.02
N 2.244379 -0.462749 0.665513 0.03 -0.63 0.61
N 1.292983 -0.578008 1.680077 0.11 0.68 -0.56
C 1.041716 -1.789569 2.223687 -0.01 0.22 0.25
O 1.733801 -2.762173 1.986643 0.11 -0.29 -0.10
C -0.144148 -1.795330 3.172888 -0.09 -0.08 -0.18
C -1.453680 -1.937586 2.387882 0.23 0.14 0.19
C -1.795662 -0.665349 1.622570 -0.13 -0.47 0.13
O -1.270038 0.404004 1.854608 -0.04 0.29 0.09
N -2.745361 -0.855173 0.673235 -0.26 -0.28 -0.16
C -3.239847 0.091474 -0.228863 -0.19 0.24 -0.16
C -2.507764 1.207944 -0.621844 0.09 0.01 0.02
C -3.040774 2.100657 -1.533702 -0.05 -0.05 0.01
C -4.298828 1.894525 -2.073041 -0.06 -0.02 -0.02
C -5.031404 0.777684 -1.707376 0.04 0.03 -0.02
C -4.501189 -0.112372 -0.793420 0.10 0.10 0.02
Cl -5.423273 -1.520207 -0.346714 -0.07 -0.06 0.00
H 5.037334 1.464344 -3.012532 0.01 0.03 -0.13
H 5.781916 0.103996 -2.171860 0.08 -0.09 -0.05
H 6.200999 1.756860 -1.719728 0.12 0.04 -0.04
H 3.886607 2.141264 -0.902336 -0.02 0.00 0.09
H 4.633826 0.783703 -0.058622 -0.04 0.07 0.03
H 3.452988 -0.803122 -1.593178 0.01 -0.05 -0.04
H 2.703062 0.578028 -2.419423 -0.06 -0.09 0.05
H 2.920943 -1.215961 0.687160 -0.11 0.16 -0.07
H 0.601239 0.172469 1.695865 0.14 -0.22 0.06
H -0.030493 -2.642514 3.848997 0.07 0.08 -0.06
H -0.164421 -0.867897 3.745161 -0.02 -0.05 0.04
H -1.383943 -2.777846 1.694014 -0.08 -0.02 0.02
H -2.271576 -2.140315 3.084682 -0.03 -0.03 -0.06
H -3.242930 -1.737931 0.660263 0.27 0.11 0.11
H -1.518497 1.362913 -0.223699 0.04 -0.01 0.02
H -2.459279 2.960040 -1.828136 0.07 0.08 -0.02
H -4.712836 2.593387 -2.783138 -0.04 0.06 -0.07
H -6.008919 0.596265 -2.126648 -0.07 -0.05 0.00

---

(6)
52
Properties=species:S:1:pos:R:3:forces:R:3 method="wB97M-V/def2-TZVPD" lumo_ha="0.0103 / -0.1113" total_charge=0 spin_multiplicity=2 s_squared=0.756 largest_force_ev_per_a=6.66 homo_lumo_gap_ev="8.25 / 3.90"
Zn 0.098362 0.917794 -1.187888 0.06 0.91 -0.71
O 3.070222 3.185814 -3.131258 0.42 -0.20 -0.15
C 1.751552 2.906934 -3.006598 -2.13 0.31 0.90
O 1.444772 2.125984 -2.078778 1.04 -1.47 1.33
O 0.884842 3.470934 -3.666738 0.57 0.63 -1.36
H 3.139932 3.791704 -3.872628 -0.03 0.20 -0.19
O -1.778338 -0.695646 -4.701398 0.37 -0.92 0.60
C -1.264808 0.234994 -3.903688 1.53 1.88 2.54
O -0.679818 0.056584 -2.796198 -0.78 -2.25 -0.76
O -1.364158 1.391204 -4.317758 -0.46 1.43 -0.96
H -1.938028 -0.064016 -5.406478 -0.72 -0.33 -1.26
O -3.448348 3.160404 -0.453998 0.02 -0.21 0.69
C -2.385978 3.062264 -1.256308 1.81 -1.16 -1.52
O -2.409698 3.687894 -2.319658 -0.55 0.97 -0.82
O -1.423248 2.302584 -1.030598 -0.37 -0.33 1.67
H -3.986948 3.715544 -1.022618 -0.81 0.40 0.17
C -3.939518 -2.320706 3.028262 1.10 0.34 -1.28
C -3.660968 -2.325726 1.487232 -0.78 0.90 0.13
C -4.406938 -1.229886 0.602052 0.15 -0.91 0.06
O -3.358748 -0.348986 0.258252 0.73 0.68 -0.47
C -2.159388 -0.912856 0.499522 2.13 3.96 -2.67
O -1.066008 -0.462106 0.124512 -2.33 -0.71 0.77
O -2.257118 -1.964006 1.175152 -1.13 -3.86 2.71
H -4.942958 -2.658826 3.286862 0.02 0.13 -0.28
H -3.746088 -1.313136 3.396362 -0.27 0.02 0.13
H -3.213078 -2.975136 3.510032 -0.07 -0.09 -0.02
H -3.814548 -3.320686 1.069392 0.09 0.12 0.04
H -5.246348 -0.642276 0.973812 0.35 -0.13 0.88
H -4.819768 -1.658316 -0.311248 0.32 -0.32 -0.15
C 3.808812 -4.494346 -0.109958 -1.72 0.56 -0.31
C 3.864392 -2.937496 -0.074408 2.31 -3.18 1.47
C 4.452792 -2.405156 -1.343358 3.02 -0.69 0.67
O 3.559162 -1.454616 -1.741868 1.03 0.94 -2.59
C 2.602882 -1.398906 -0.901468 -5.43 3.52 -0.98
O 1.683762 -0.597786 -1.025998 1.23 -1.10 0.56
O 2.614602 -2.330606 -0.010308 -0.37 -1.24 1.83
H 3.115182 -4.648066 -0.936598 0.01 -0.67 -0.18
H 3.337932 -4.936576 0.768002 -0.02 0.30 0.16
H 4.712712 -5.077836 -0.284918 0.31 0.73 -0.13
H 4.461862 -2.713616 0.809342 -0.16 0.71 0.05
H 4.702162 -3.203586 -2.042228 -0.66 0.22 -0.53
H 5.395712 -1.897726 -1.139578 0.18 -0.04 -0.03
C 0.359252 3.531184 3.578082 1.44 0.22 0.80
C 1.274282 2.464994 4.130182 0.68 -0.53 -0.43
O 1.375912 1.513114 3.069822 0.41 -0.73 -0.66
C 1.013432 2.090994 1.927022 -2.64 -1.62 -4.50
O 0.881062 1.556474 0.767422 1.52 2.39 6.03
O 0.555592 3.328074 2.208562 -0.22 0.58 -1.89
F 0.757082 1.871844 5.181632 -0.93 -1.06 1.52
H 0.767942 4.473774 3.942242 -0.25 0.35 -0.61
H -0.683628 3.460014 3.887002 0.04 -0.40 -0.14
H 2.308262 2.687514 4.393772 -0.05 0.74 -0.14